ORCA calculation (ωB97M-V/def2-TZVPD) on a 9-piece molecular cluster, C39H102N12O15 overall at a distorted geometry.

LUMO energy   0.416 eV
Energy relative to the best compared isomer or geometry (same formula, charge and spin)   142.88 kcal/mol
HOMO-LUMO gap   0.3236 Eh
Total energy   -90680.2385 eV

Last columns: bonded neighbours and bond lengths (Å).
CARTESIAN COORDINATES (ANGSTROEM)
1 C -7.25 -9.62 -28.95  O2 1.416, H10 1.090, H11 1.090, H12 1.090
2 O -8.07 -10.36 -28.06  C1 1.416, C3 1.461
3 C -9.44 -10.49 -28.54  O2 1.461, C4 1.541, H13 1.090, H14 1.090
4 C -10.31 -10.71 -27.29  C3 1.541, N5 1.453, H15 1.090, H16 1.090
5 N -10.51 -9.51 -26.50  C4 1.453, C6 1.478, H17 1.010
6 C -11.48 -9.92 -25.47  N5 1.478, C7 1.640, H18 1.090, H19 1.090
7 C -10.79 -10.52 -24.10  C6 1.640, O8 1.393, H20 1.090, H21 1.090
8 O -10.34 -9.37 -23.47  C7 1.393, C9 1.482
9 C -9.76 -9.87 -22.20  O8 1.482, H22 1.090, H23 1.090, H24 1.090
10 H -6.21 -9.60 -28.63  C1 1.090
11 H -7.50 -8.57 -28.80  C1 1.090
12 H -7.45 -9.82 -30.00  C1 1.090
13 H -9.39 -11.36 -29.20  C3 1.090
14 H -9.76 -9.67 -29.18  C3 1.090
15 H -9.96 -11.56 -26.69  C4 1.090
16 H -11.25 -11.00 -27.77  C4 1.090
17 H -9.65 -9.23 -26.06  N5 1.010
18 H -12.22 -10.58 -25.91  C6 1.090
19 H -12.09 -9.05 -25.24  C6 1.090
20 H -10.02 -11.27 -24.31  C7 1.090
21 H -11.63 -10.95 -23.55  C7 1.090
22 H -9.23 -9.07 -21.67  C9 1.090
23 H -8.95 -10.57 -22.40  C9 1.090
24 H -10.53 -10.22 -21.50  C9 1.090
25 C -22.85 -7.72 -31.72  O26 1.499, H34 1.090, H35 1.090, H36 1.090
26 O -21.43 -7.62 -31.25  C25 1.499, C27 1.469
27 C -20.45 -8.06 -32.24  O26 1.469, C28 1.499, H37 1.090, H38 1.090
28 C -19.08 -8.12 -31.64  C27 1.499, N29 1.425, H39 1.090, H40 1.090
29 N -18.89 -9.26 -30.81  C28 1.425, C30 1.445, H41 1.010
30 C -17.60 -9.14 -30.17  N29 1.445, C31 1.575, H42 1.090, H43 1.090
31 C -17.50 -10.17 -28.98  C30 1.575, O32 1.386, H44 1.090, H45 1.090
32 O -18.52 -9.96 -28.07  C31 1.386, C33 1.359
33 C -18.44 -10.90 -27.09  O32 1.359, H46 1.090, H47 1.090, H48 1.090
34 H -22.97 -8.70 -32.17  C25 1.090
35 H -22.99 -6.93 -32.46  C25 1.090
36 H -23.51 -7.50 -30.88  C25 1.090
37 H -20.27 -7.39 -33.09  C27 1.090
38 H -20.72 -9.00 -32.72  C27 1.090
39 H -18.96 -7.17 -31.11  C28 1.090
40 H -18.31 -8.08 -32.41  C28 1.090
41 H -19.62 -9.35 -30.11  N29 1.010
42 H -17.38 -8.21 -29.66  C30 1.090
43 H -16.92 -9.37 -31.00  C30 1.090
44 H -16.50 -9.93 -28.61  C31 1.090
45 H -17.49 -11.19 -29.38  C31 1.090
46 H -17.58 -10.72 -26.44  C33 1.090
47 H -18.53 -11.96 -27.31  C33 1.090
48 H -19.22 -10.71 -26.36  C33 1.090
49 C -11.86 -12.46 -20.15  O50 1.467, H58 1.090, H59 1.090, H60 1.090
50 O -12.99 -12.70 -21.06  C49 1.467, C51 1.438
51 C -14.35 -12.34 -20.75  O50 1.438, C52 1.527, H61 1.090, H62 1.090
52 C -14.77 -13.07 -19.48  C51 1.527, N53 1.494, H63 1.090, H64 1.090
53 N -14.52 -12.25 -18.26  C52 1.494, C54 1.503, H65 1.010
54 C -14.63 -13.24 -17.13  N53 1.503, C55 1.519, H66 1.090, H67 1.090
55 C -14.36 -12.44 -15.87  C54 1.519, O56 1.419, H68 1.090, H69 1.090
56 O -13.02 -12.66 -15.45  C55 1.419, C57 1.405
57 C -12.54 -11.72 -14.52  O56 1.405, H70 1.090, H71 1.090, H72 1.090
58 H -12.03 -12.83 -19.14  C49 1.090
59 H -11.65 -11.39 -20.13  C49 1.090
60 H -11.02 -13.00 -20.60  C49 1.090
61 H -14.92 -12.64 -21.63  C51 1.090
62 H -14.37 -11.26 -20.62  C51 1.090
63 H -14.30 -14.04 -19.36  C52 1.090
64 H -15.81 -13.41 -19.50  C52 1.090
65 H -13.77 -11.57 -18.24  N53 1.010
66 H -13.95 -14.08 -17.22  C54 1.090
67 H -15.66 -13.60 -17.14  C54 1.090
68 H -15.05 -12.77 -15.09  C55 1.090
69 H -14.55 -11.39 -16.09  C55 1.090
70 H -12.12 -10.85 -15.03  C57 1.090
71 H -11.79 -12.14 -13.85  C57 1.090
72 H -13.38 -11.51 -13.86  C57 1.090
73 C -17.88 -5.38 -28.13  O74 1.349, H82 1.090, H83 1.090, H84 1.090
74 O -17.96 -5.56 -26.79  C73 1.349, C75 1.419
75 C -18.14 -6.93 -26.46  O74 1.419, C76 1.580, H85 1.090, H86 1.090
76 C -17.86 -7.14 -24.92  C75 1.580, N77 1.427, H87 1.090, H88 1.090
77 N -16.52 -6.96 -24.47  C76 1.427, C78 1.452, H89 1.010
78 C -16.48 -6.89 -23.02  N77 1.452, C79 1.564, H90 1.090, H91 1.090
79 C -15.07 -7.14 -22.39  C78 1.564, O80 1.399, H92 1.090, H93 1.090
80 O -14.72 -8.49 -22.50  C79 1.399, C81 1.493
81 C -13.27 -8.60 -22.19  O80 1.493, H94 1.090, H95 1.090, H96 1.090
82 H -17.80 -4.31 -28.34  C73 1.090
83 H -18.81 -5.80 -28.51  C73 1.090
84 H -17.17 -5.95 -28.73  C73 1.090
85 H -17.50 -7.68 -26.92  C75 1.090
86 H -19.21 -7.09 -26.59  C75 1.090
87 H -18.24 -8.12 -24.62  C76 1.090
88 H -18.54 -6.48 -24.39  C76 1.090
89 H -15.95 -7.74 -24.76  N77 1.010
90 H -17.22 -7.32 -22.34  C78 1.090
91 H -16.66 -5.87 -22.67  C78 1.090
92 H -15.23 -6.81 -21.36  C79 1.090
93 H -14.37 -6.35 -22.67  C79 1.090
94 H -12.84 -8.26 -23.14  C81 1.090
95 H -12.88 -9.62 -22.18  C81 1.090
96 H -12.82 -8.12 -21.32  C81 1.090
97 C -17.41 -8.01 -19.23  O98 1.443, H106 1.090, H107 1.090, H108 1.090
98 O -17.73 -9.39 -19.48  C97 1.443, C99 1.413
99 C -17.41 -10.18 -18.35  O98 1.413, C100 1.583, H109 1.090, H110 1.090
100 C -18.08 -11.60 -18.53  C99 1.583, N101 1.473, H111 1.090, H112 1.090
101 N -19.40 -11.58 -19.18  C100 1.473, C102 1.438, H113 1.010
102 C -19.65 -12.64 -20.12  N101 1.438, C103 1.473, H114 1.090, H115 1.090
103 C -19.03 -12.52 -21.45  C102 1.473, O104 1.427, H116 1.090, H117 1.090
104 O -19.25 -11.22 -21.98  C103 1.427, C105 1.413
105 C -18.28 -10.71 -22.87  O104 1.413, H118 1.090, H119 1.090, H120 1.090
106 H -17.22 -7.73 -18.20  C97 1.090
107 H -18.32 -7.50 -19.54  C97 1.090
108 H -16.50 -7.71 -19.76  C97 1.090
109 H -17.83 -9.77 -17.43  C99 1.090
110 H -16.34 -10.22 -18.12  C99 1.090
111 H -18.21 -12.04 -17.54  C100 1.090
112 H -17.38 -12.26 -19.05  C100 1.090
113 H -19.25 -10.79 -19.79  N101 1.010
114 H -20.73 -12.66 -20.29  C102 1.090
115 H -19.45 -13.61 -19.67  C102 1.090
116 H -19.38 -13.32 -22.10  C103 1.090
117 H -17.95 -12.60 -21.27  C103 1.090
118 H -18.94 -10.10 -23.50  C105 1.090
119 H -17.81 -11.45 -23.52  C105 1.090
120 H -17.47 -10.17 -22.39  C105 1.090
121 C -12.52 -12.22 -30.01  O122 1.452, H130 1.090, H131 1.090, H132 1.090
122 O -11.40 -12.81 -29.30  C121 1.452, C123 1.389
123 C -11.60 -13.72 -28.27  O122 1.389, C124 1.625, H133 1.090, H134 1.090
124 C -12.24 -15.17 -28.65  C123 1.625, N125 1.493, H135 1.090, H136 1.090
125 N -11.69 -15.93 -29.81  C124 1.493, C126 1.442, H137 1.010
126 C -10.32 -16.34 -29.64  N125 1.442, C127 1.616, H138 1.090, H139 1.090
127 C -9.62 -16.96 -30.96  C126 1.616, O128 1.443, H140 1.090, H141 1.090
128 O -9.42 -16.03 -32.05  C127 1.443, C129 1.421
129 C -8.55 -14.93 -31.83  O128 1.421, H142 1.090, H143 1.090, H144 1.090
130 H -12.99 -12.91 -30.71  C121 1.090
131 H -12.13 -11.46 -30.68  C121 1.090
132 H -13.23 -11.74 -29.33  C121 1.090
133 H -12.21 -13.19 -27.55  C123 1.090
134 H -10.70 -13.96 -27.70  C123 1.090
135 H -13.31 -15.07 -28.80  C124 1.090
136 H -12.19 -15.84 -27.80  C124 1.090
137 H -11.70 -15.24 -30.55  N125 1.010
138 H -10.27 -17.15 -28.90  C126 1.090
139 H -9.68 -15.50 -29.36  C126 1.090
140 H -10.17 -17.80 -31.37  C127 1.090
141 H -8.72 -17.39 -30.51  C127 1.090
142 H -8.93 -14.28 -31.04  C129 1.090
143 H -8.42 -14.34 -32.74  C129 1.090
144 H -7.56 -15.34 -31.61  C129 1.090
145 N -14.04 -7.61 -29.26  C146 1.287, H149 1.010, H150 1.010
146 C -13.43 -8.42 -28.47  N145 1.287, N147 1.329, O148 1.191
147 N -12.16 -8.08 -28.32  C146 1.329, H151 1.010, H152 1.010
148 O -13.89 -9.33 -27.84  C146 1.191
149 H -13.42 -7.10 -29.87  N145 1.010
150 H -15.04 -7.49 -29.25  N145 1.010
151 H -11.71 -8.59 -27.57  N147 1.010
152 H -11.66 -7.48 -28.96  N147 1.010
153 N -15.37 -16.36 -27.05  C154 1.278, H157 1.010, H158 1.010
154 C -15.27 -15.14 -26.69  N153 1.278, N155 1.296, O156 1.215
155 N -15.20 -14.99 -25.40  C154 1.296, H159 1.010, H160 1.010
156 O -15.11 -14.21 -27.46  C154 1.215
157 H -15.66 -17.10 -26.42  N153 1.010
158 H -15.33 -16.48 -28.06  N153 1.010
159 H -15.26 -14.02 -25.12  N155 1.010
160 H -15.63 -15.67 -24.79  N155 1.010
161 N -14.59 -10.04 -24.79  C162 1.296, H165 1.010, H166 1.010
162 C -14.90 -11.27 -25.04  N161 1.296, N163 1.297, O164 1.257
163 N -14.75 -11.42 -26.32  C162 1.297, H167 1.010, H168 1.010
164 O -15.37 -12.08 -24.20  C162 1.257
165 H -14.25 -9.31 -25.39  N161 1.010
166 H -14.95 -9.79 -23.88  N161 1.010
167 H -14.97 -12.32 -26.74  N163 1.010
168 H -14.35 -10.73 -26.94  N163 1.010

Results of the Löwdin charge analysis, in e, for atoms 1 through 6: -0.127, -0.204, -0.169, -0.209, -0.067, -0.158